DFT (ωB97M-V/def2-TZVPD) results for C9H8N2O2S in the gas phase.

Properties
total energy	-27369.1335	eV
molar mass	208.2	g mol⁻¹
largest force on an atom	2.3	eV Å⁻¹
E_LUMO	0.0017	Ha
relative energy (zero: lowest compared OMol25 entry of this formula, charge and spin)	4.732	eV
net charge	0
frontier orbital gap	8.0	eV

Each line ends with the Löwdin charge.
CARTESIAN COORDINATES (ANGSTROEM)
C1 -2.6601 0.8621 -0.4075  -0.215
C2 3.5389 0.5586 0.5607  -0.075
C3 2.5003 1.4281 0.2662  -0.066
C4 3.3423 -0.8122 0.5179  -0.067
C5 1.2526 0.9242 -0.0607  -0.062
C6 2.0965 -1.3206 0.1855  -0.054
C7 1.0686 -0.4443 -0.0962  -0.279
C8 -1.2363 -0.1139 -1.7893  -0.221
C9 -4.5522 0.3460 0.9928  0.017
N1 -2.1509 0.7196 -1.5485  0.079
N2 -3.7467 0.7113 0.0932  0.038
O1 -1.4059 -0.6215 0.7024  -0.298
O2 -0.5199 -2.4759 -0.6921  -0.307
S1 -0.5902 -1.0645 -0.4153  0.724
H1 4.5065 0.9537 0.8302  0.105
H2 2.6583 2.4952 0.2991  0.107
H3 4.1543 -1.4843 0.7501  0.107
H4 0.4248 1.5818 -0.2781  0.114
H5 1.9030 -2.3811 0.1459  0.113
H6 -0.7543 -0.1882 -2.7457  0.096
H7 -5.5560 0.7336 0.9714  0.065
H8 -4.2738 -0.4075 1.7178  0.079